# 1
Here is a structure of composition C29H45N11O14P in a non-equilibrium geometry from the OMol25 dataset. Energies are from ωB97M-V/def2-TZVPD.

Element x y z (Å)
P (-0.07, -0.09, -0.20)
O (0.13, -1.32, -1.04)
O (1.35, 0.64, 0.05)
O (-0.63, -0.37, 1.19)
O (-1.09, 0.73, -0.84)
N (3.50, 1.79, -1.62)
C (4.26, 2.79, -1.02)
C (5.35, 3.19, -2.11)
C (5.09, 2.49, -3.41)
C (3.82, 1.63, -3.03)
H (2.68, 1.42, -1.28)
H (4.19, 3.15, 0.08)
H (6.11, 3.96, -2.12)
H (5.58, 2.46, -4.40)
H (3.28, 0.95, -3.67)
N (-0.65, -0.72, 3.65)
C (0.52, -1.04, 4.45)
C (0.10, -0.86, 5.87)
C (-1.30, -0.51, 5.83)
C (-1.74, -0.37, 4.37)
H (-0.69, -0.48, 2.49)
H (1.54, -1.15, 3.96)
H (0.60, -0.99, 6.78)
H (-1.79, -0.49, 6.68)
H (-2.55, -0.06, 3.71)
N (-1.57, -2.49, -2.36)
C (-1.59, -3.80, -2.85)
C (-2.93, -3.81, -3.49)
C (-3.62, -2.49, -3.47)
C (-2.61, -1.62, -2.74)
H (-0.82, -1.93, -1.82)
H (-0.82, -4.66, -2.52)
H (-3.28, -4.82, -3.86)
H (-4.54, -2.20, -3.93)
H (-2.49, -0.62, -2.54)
N (2.10, -2.26, -3.21)
C (3.46, -2.01, -3.03)
C (4.24, -2.77, -4.04)
C (3.21, -3.32, -4.92)
C (1.92, -2.97, -4.35)
H (1.27, -1.88, -2.59)
H (3.69, -1.25, -2.16)
H (5.48, -2.89, -4.20)
H (3.31, -4.05, -5.82)
H (0.78, -3.13, -4.51)
N (-2.61, 2.09, -2.10)
C (-2.47, 3.05, -3.10)
C (-3.78, 3.72, -3.50)
C (-4.79, 2.70, -2.94)
C (-3.98, 1.87, -1.90)
H (-1.78, 1.55, -1.48)
H (-1.60, 3.19, -3.48)
H (-3.86, 4.51, -4.17)
H (-5.88, 2.62, -3.01)
H (-4.25, 1.00, -1.17)
N (2.85, -0.52, 1.67)
C (2.98, -1.89, 1.64)
C (3.95, -2.41, 2.63)
C (4.41, -1.12, 3.31)
C (3.63, 0.03, 2.65)
H (2.23, 0.01, 1.09)
H (2.36, -2.31, 1.01)
H (4.16, -3.51, 2.63)
H (5.00, -0.89, 4.30)
H (3.88, 1.15, 2.62)
C (-3.27, -1.22, 0.70)
N (-4.80, -1.48, 0.78)
O (-5.41, -1.55, -0.25)
O (-5.27, -1.67, 1.94)
H (-2.94, -2.29, 0.28)
H (-2.97, -1.18, 1.69)
H (-2.84, -0.46, 0.21)
C (0.79, 2.29, 2.96)
N (1.57, 3.40, 3.35)
O (2.74, 3.29, 3.39)
O (1.00, 4.36, 3.75)
H (1.15, 1.68, 2.19)
H (-0.08, 2.33, 2.63)
H (1.00, 1.62, 3.81)
C (-2.87, 2.17, 1.80)
N (-4.23, 1.72, 2.08)
O (-4.55, 1.50, 3.21)
O (-5.15, 1.79, 1.22)
H (-2.21, 1.64, 2.46)
H (-2.68, 3.09, 1.97)
H (-2.76, 1.98, 0.65)
C (-0.40, -3.59, 1.04)
N (0.37, -4.76, 1.22)
O (-0.08, -5.78, 0.73)
O (1.48, -4.82, 1.63)
H (-1.16, -3.63, 1.83)
H (-0.55, -3.20, 0.12)
H (0.22, -2.76, 1.36)
C (0.10, 3.54, -0.56)
N (0.05, 4.83, 0.25)
O (-0.68, 4.82, 1.10)
O (0.89, 5.71, 0.17)
H (-0.20, 2.78, -0.01)
H (1.18, 3.45, -0.98)
H (-0.64, 3.79, -1.36)

Output
Gap between HOMO and LUMO ... 6.97 eV
Energy above the lowest of the compared OMol25 structures with the same formula, charge and spin ... 0.00 kJ/mol
Total energy ... -85123.0452 eV
HOMO ... -0.8 eV
Net charge ... -3

# 2
Here is a structure of composition CH4N2OS in a non-equilibrium geometry from the OMol25 dataset. Energies are from ωB97M-V/def2-TZVPD.

Element x y z (Å)
C (0.07, -0.18, -0.97)
H (2.59, 0.54, -1.62)
H (1.11, 0.92, 0.68)
H (0.50, -0.69, -1.92)
H (-2.36, -1.01, 1.57)
N (1.17, 0.36, -0.42)
N (-1.05, -0.34, -0.53)
O (2.45, -0.25, -0.66)
S (-1.42, 0.19, 1.19)

Output
Gap between HOMO and LUMO ... 8.96 eV
Energy above the lowest of the compared OMol25 structures with the same formula, charge and spin ... 593.35 kJ/mol
Total energy ... -16959.0392 eV
HOMO ... -8.8 eV

# 3
Here is a cluster of 7 separate species, BH16O6 in total in a non-equilibrium geometry from the OMol25 dataset. Energies are from ωB97M-V/def2-TZVPD.

Element x y z (Å)
B (0.16, -0.50, 0.07)
H (1.29, 0.02, 0.40)
H (-0.71, 0.30, 0.24)
H (0.15, -1.03, -0.91)
H (0.15, -1.38, 0.78)
O (1.12, 0.02, 3.35)
H (0.98, -0.17, 2.43)
H (0.39, -0.42, 3.91)
O (-0.52, 3.17, 0.91)
H (-0.54, 2.19, 0.85)
H (0.14, 3.38, 1.52)
O (-3.67, -0.75, 0.55)
H (-2.75, -0.94, 0.47)
H (-3.70, 0.08, 1.07)
O (2.91, -2.96, -0.99)
H (2.33, -2.31, -0.83)
H (2.42, -3.51, -1.59)
O (-3.16, 1.51, -1.69)
H (-2.89, 1.10, -2.52)
H (-2.73, 1.01, -1.02)
O (2.72, 0.42, -2.65)
H (2.17, 0.54, -1.98)
H (3.76, 0.24, -2.36)

Output
Gap between HOMO and LUMO ... 8.97 eV
Energy above the lowest of the compared OMol25 structures with the same formula, charge and spin ... 145.45 kJ/mol
Total energy ... -13220.5287 eV
HOMO ... -5.8 eV
Net charge ... -1

# 4
Here is a cluster of 2 separate species, C5H10O in total from the OMol25 dataset. Energies are from ωB97M-V/def2-TZVPD.

Element x y z (Å)
C (-0.30, -1.15, -0.56)
C (1.07, -0.41, -0.55)
C (0.35, 0.88, -0.14)
C (-0.70, 1.23, -1.15)
C (-1.00, 0.15, -0.16)
H (-0.35, -1.90, 0.24)
H (-0.63, -1.60, -1.50)
H (1.74, -0.80, 0.22)
H (1.61, -0.36, -1.50)
H (0.73, 1.61, 0.56)
H (-1.21, 2.17, -0.98)
H (-0.55, 0.99, -2.20)
H (-1.84, 0.23, 0.52)
O (0.20, -0.59, 2.68)
H (1.13, -0.40, 2.53)
H (-0.25, -0.04, 2.02)

Output
Gap between HOMO and LUMO ... 10.99 eV
SMILES string ... C1C[C@H]2C[C@@H]12.O
Energy above the lowest of the compared OMol25 structures with the same formula, charge and spin ... 175.12 kJ/mol
Total energy ... -7392.9504 eV
HOMO ... -10.0 eV